[1]
# H16O8

A 8-piece molecular cluster, H16O8 overall at a distorted geometry (ωB97M-V with the def2-TZVPD basis set, the Open Molecules 2025 dataset).

```
24
Properties=species:S:1:pos:R:3:mulliken_charge:R:1
O -3.079 2.765 -2.618 -0.632
H -0.373 -1.006 -2.339 0.299
H 1.830 1.943 4.284 0.315
H -1.166 1.379 0.886 0.277
O -0.935 -0.301 -2.682 -0.604
H -0.434 -4.241 1.444 0.319
H 3.065 0.237 -2.439 0.286
H -0.792 -3.853 2.869 0.316
H 3.539 -0.279 -1.090 0.292
O -1.645 1.734 0.129 -0.592
O 2.739 -0.109 -1.601 -0.605
O 1.685 0.993 4.212 -0.619
H 0.169 0.395 0.130 0.323
O 2.391 -0.746 0.589 -0.696
O -0.196 -0.373 -0.325 -0.578
H 0.751 0.882 4.423 0.307
H -2.358 2.522 -2.027 0.345
H -1.112 -0.409 -0.027 0.300
H -2.374 2.226 0.524 0.280
H 1.999 -1.047 -0.238 0.440
H -0.325 0.428 -2.841 0.296
O -1.190 -4.082 2.021 -0.636
H 3.218 -1.236 0.649 0.275
H -3.795 3.017 -2.023 0.291
```

- orbital gap (eV) = 10.02
- calculated total energy (hartree) = -611.44617
- HOMO (eV) = -9.922
- energy above the lowest of the compared OMol25 structures with the same formula, charge and spin (eV) = 3.7127
- F_max (eV Å⁻¹) = 1.826

[2]
# H16O8

A 8-piece molecular cluster, H16O8 overall at a distorted geometry (ωB97M-V with the def2-TZVPD basis set, the Open Molecules 2025 dataset).

```
24
Properties=species:S:1:pos:R:3:mulliken_charge:R:1
H 0.913 -37.171 33.984 0.259
O 4.173 -37.724 35.722 -0.437
H 2.840 -35.610 33.913 0.348
H 0.545 -36.469 32.604 0.303
H 0.658 -34.600 35.109 0.329
O -1.428 -37.283 37.394 -0.634
H 4.078 -38.231 34.888 0.497
H 3.647 -35.839 32.650 0.237
H 2.521 -34.996 36.278 0.482
H 1.068 -36.105 35.339 0.150
H 3.073 -33.388 36.093 0.319
H -0.545 -37.345 37.623 0.405
H 1.590 -36.910 36.805 0.455
O 1.937 -36.297 35.443 -1.041
H 5.001 -37.098 35.657 0.483
H -1.471 -36.740 36.651 0.271
O 0.489 -37.205 33.213 -0.636
H -0.253 -33.937 34.068 0.247
H 3.285 -37.259 35.695 0.302
O 2.940 -35.407 32.966 -0.582
O 3.048 -34.240 36.676 -0.705
O -0.216 -34.272 34.858 -0.572
O 1.283 -37.284 37.793 -0.770
H 2.104 -37.272 38.403 0.290
```

- orbital gap (eV) = 8.33
- calculated total energy (hartree) = -611.35493
- HOMO (eV) = -10.103
- energy above the lowest of the compared OMol25 structures with the same formula, charge and spin (eV) = 6.1955
- F_max (eV Å⁻¹) = 8.268

[3]
# H16O8

A 8-piece molecular cluster, H16O8 overall at a distorted geometry (ωB97M-V with the def2-TZVPD basis set, the Open Molecules 2025 dataset).

```
24
Properties=species:S:1:pos:R:3:mulliken_charge:R:1
H -0.309 -0.443 -2.042 0.464
H 1.418 -1.095 -1.194 0.459
H -0.222 2.053 2.311 0.300
H -2.179 0.508 -0.586 0.380
H -1.456 -1.310 0.250 0.444
H -1.061 -2.195 1.442 0.319
H 1.827 -0.309 0.861 0.518
H -0.923 0.893 -2.789 0.270
O -0.894 -2.062 0.478 -0.756
O 0.737 -1.511 -1.812 -0.727
H 0.288 -2.111 -1.243 0.321
O -2.566 0.177 0.247 -0.788
H 3.301 0.029 0.171 0.259
O -0.964 0.425 -1.982 -0.812
H -0.217 1.884 0.779 0.468
H 0.222 1.564 -1.230 0.445
H 0.342 0.220 1.945 0.456
H 1.535 1.233 -0.376 0.476
O 0.876 1.968 -0.613 -0.900
O 2.397 -0.149 -0.041 -0.856
H 0.468 -1.295 1.697 0.349
O 1.017 -0.559 1.984 -0.743
O -0.739 1.679 1.629 -0.823
H -1.951 0.625 0.894 0.476
```

- orbital gap (eV) = 11.45
- calculated total energy (hartree) = -611.53886
- HOMO (eV) = -11.169
- energy above the lowest of the compared OMol25 structures with the same formula, charge and spin (eV) = 1.1907
- F_max (eV Å⁻¹) = 2.716

[4]
# H16O8

A 8-piece molecular cluster, H16O8 overall at a distorted geometry (ωB97M-V with the def2-TZVPD basis set, the Open Molecules 2025 dataset).

```
24
Properties=species:S:1:pos:R:3:mulliken_charge:R:1
O -25.022 -17.280 -9.043 -0.626
H -26.431 -15.825 -5.545 0.238
H -24.192 -15.938 -6.766 0.349
H -25.016 -13.642 -4.174 0.268
O -25.797 -14.129 -4.130 -0.528
O -25.350 -19.054 -6.894 -0.641
H -24.115 -16.626 -4.038 0.302
O -27.078 -13.491 -7.797 -0.620
H -25.451 -19.691 -6.169 0.264
H -26.556 -17.881 -1.998 0.310
H -25.230 -18.033 -9.586 0.281
H -22.521 -16.162 -6.706 0.278
H -26.006 -17.149 -6.066 0.229
H -27.921 -13.654 -7.384 0.300
O -24.384 -17.470 -4.314 -0.548
H -26.387 -13.727 -3.480 0.276
H -25.218 -17.556 -8.167 0.382
H -24.536 -19.347 -7.277 0.298
O -26.069 -16.254 -6.332 -0.413
O -27.001 -17.325 -2.605 -0.618
H -23.554 -17.593 -4.840 0.236
O -23.276 -15.575 -6.623 -0.635
H -26.499 -13.959 -7.201 0.321
H -26.401 -17.461 -3.328 0.297
```

- orbital gap (eV) = 10.72
- calculated total energy (hartree) = -611.48414
- HOMO (eV) = -10.773
- energy above the lowest of the compared OMol25 structures with the same formula, charge and spin (eV) = 2.6795
- F_max (eV Å⁻¹) = 2.769

[5]
# H16O8

A 8-piece molecular cluster, H16O8 overall at a distorted geometry (ωB97M-V with the def2-TZVPD basis set, the Open Molecules 2025 dataset).

```
24
Properties=species:S:1:pos:R:3:mulliken_charge:R:1
O 1.394 1.407 18.234 -0.604
H -2.273 4.590 16.073 0.323
H 1.166 0.654 17.663 0.303
O 1.752 1.998 14.896 -0.665
H -3.535 2.527 13.285 0.270
O -0.917 1.871 15.502 -0.691
H -2.289 5.485 14.747 0.301
H -1.589 1.351 17.221 0.429
O 0.073 0.719 12.941 -0.698
H -1.389 2.263 14.772 0.326
O -1.831 0.987 18.092 -0.625
H 2.263 1.608 15.644 0.294
H 2.451 2.658 14.727 0.290
H 1.333 1.125 19.146 0.284
H 0.036 2.048 15.445 0.412
H -2.745 1.023 18.266 0.280
H 0.664 1.112 13.573 0.356
H -1.565 0.133 13.403 0.446
O -2.605 2.632 13.425 -0.586
O -2.438 -0.256 13.580 -0.628
H -2.818 0.443 14.085 0.265
H -2.278 3.423 13.045 0.231
H 0.103 -0.209 13.142 0.314
O -1.829 5.304 15.606 -0.624
```

- orbital gap (eV) = 10.56
- calculated total energy (hartree) = -611.48944
- HOMO (eV) = -10.445
- energy above the lowest of the compared OMol25 structures with the same formula, charge and spin (eV) = 2.5353
- F_max (eV Å⁻¹) = 2.577

[6]
# H16O8

A 8-piece molecular cluster, H16O8 overall (ωB97M-V with the def2-TZVPD basis set, the Open Molecules 2025 dataset).

```
24
Properties=species:S:1:pos:R:3:mulliken_charge:R:1
O 2.600 0.308 -1.725 -0.659
O -2.375 -0.019 -1.367 -0.641
H 3.847 3.037 0.496 0.317
O 3.206 2.638 1.093 -0.634
H 2.759 1.981 0.551 0.319
H -1.829 0.774 -1.429 0.318
H -2.368 -0.793 1.905 0.387
H 2.588 -3.913 -0.208 0.310
H 0.241 0.702 0.158 0.276
H -2.688 -2.867 0.177 0.324
O 0.613 -0.172 0.373 -0.564
H -0.477 3.066 -0.216 0.280
H -2.858 -1.371 -0.153 0.367
O -3.098 -2.056 0.491 -0.666
O 2.408 -3.375 0.568 -0.618
H -1.788 2.385 0.206 0.308
H 0.020 -0.802 -0.053 0.354
H -3.010 0.050 -2.088 0.281
O -1.837 -0.255 2.509 -0.669
H 1.878 0.433 -1.087 0.317
H -1.095 0.041 1.972 0.301
H 1.843 -2.662 0.257 0.301
O -0.837 2.244 0.136 -0.611
H 2.258 0.625 -2.566 0.303
```

- orbital gap (eV) = 10.18
- calculated total energy (hartree) = -611.50331
- HOMO (eV) = -10.661
- energy above the lowest of the compared OMol25 structures with the same formula, charge and spin (eV) = 2.1580
- F_max (eV Å⁻¹) = 0.503

[7]
# H16O8

A 8-piece molecular cluster, H16O8 overall at a distorted geometry (ωB97M-V with the def2-TZVPD basis set, the Open Molecules 2025 dataset).

```
24
Properties=species:S:1:pos:R:3:mulliken_charge:R:1
O -1.932 -1.316 -2.000 -0.573
O -3.225 -1.158 1.138 -0.040
H -1.928 1.514 -1.137 0.308
H -0.979 -1.263 -1.937 0.344
H -2.946 -0.293 0.836 0.436
O 1.599 3.060 0.464 -0.568
H 3.544 1.011 0.597 0.390
O 0.060 0.448 0.098 -0.624
H 1.314 2.175 0.236 0.257
H 3.300 -0.550 -0.601 0.348
H -0.528 -0.279 -0.105 0.097
H -3.360 1.357 -0.671 0.287
H 3.396 0.812 2.091 0.295
H -2.409 -1.634 1.289 0.478
O -1.209 -2.646 0.754 -0.579
H -0.978 -2.599 -0.174 0.336
H 1.685 3.046 1.418 0.320
H -0.905 -3.509 1.034 0.310
H 0.939 0.086 -0.017 0.437
H 2.603 0.104 -1.775 0.284
H -2.249 -0.583 -1.473 0.422
O 4.007 1.130 1.426 -0.621
O 2.711 0.170 -0.826 -0.707
O -2.509 0.918 -0.665 -0.638
```

- orbital gap (alpha / beta) (eV) = 9.49 / 2.16
- calculated total energy (hartree) = -611.09724
- HOMO (alpha / beta) (eV) = -13.306 / -13.268
- spin multiplicity = 2
- energy above the lowest of the compared OMol25 structures with the same formula, charge and spin (eV) = 1.2040
- F_max (eV Å⁻¹) = 3.309
- net charge = +1

[8]
# H16O8

A 8-piece molecular cluster, H16O8 overall at a distorted geometry (ωB97M-V with the def2-TZVPD basis set, the Open Molecules 2025 dataset).

```
24
Properties=species:S:1:pos:R:3:mulliken_charge:R:1
H 14.632 -10.937 -3.918 0.352
H 9.814 -10.709 -6.068 0.343
O 12.466 -5.376 -3.749 -0.706
H 15.328 -9.123 -2.274 0.375
H 15.179 -6.560 -1.965 0.383
H 12.967 -7.217 -3.745 0.328
O 15.827 -8.402 -1.890 -0.594
H 12.204 -8.451 -4.180 0.345
H 13.702 -9.857 -3.407 0.422
O 10.183 -9.826 -6.058 -0.610
O 10.131 -8.378 -3.656 -0.686
H 11.925 -8.764 -1.572 0.355
H 16.445 -8.147 -2.575 0.345
H 13.130 -7.910 -1.242 0.352
O 14.361 -10.488 -3.117 -0.638
H 9.953 -9.479 -5.195 0.364
O 14.937 -5.713 -2.341 -0.564
H 12.891 -5.102 -4.562 0.338
O 13.049 -8.167 -3.829 -0.424
H 9.449 -7.718 -3.786 0.317
H 13.073 -5.107 -3.060 0.329
O 12.336 -8.280 -0.856 -0.365
H 9.872 -8.837 -2.857 0.321
H 15.693 -5.463 -2.873 0.319
```

- orbital gap (alpha / beta) (eV) = 10.99 / 2.80
- calculated total energy (hartree) = -611.10968
- HOMO (alpha / beta) (eV) = -14.399 / -14.162
- spin multiplicity = 2
- energy above the lowest of the compared OMol25 structures with the same formula, charge and spin (eV) = 0.8656
- F_max (eV Å⁻¹) = 1.823
- net charge = +1

[9]
# H16O8Sn

H16O8Sn as an isolated structure at a distorted geometry (ωB97M-V with the def2-TZVPD basis set, the Open Molecules 2025 dataset).

```
25
Properties=species:S:1:pos:R:3:mulliken_charge:R:1
H 9.827 -9.739 -2.840 0.358
H 9.872 -15.269 -0.480 0.314
H 10.602 -9.654 0.693 0.298
H 7.365 -12.065 0.601 0.265
H 13.155 -11.355 -1.979 0.260
H 9.354 -13.616 -4.103 0.296
O 11.100 -10.029 -0.045 -0.558
O 12.269 -11.401 -2.324 -0.474
H 10.862 -13.838 -3.739 0.272
H 12.269 -11.120 -3.211 0.260
O 9.316 -10.499 -3.177 -0.606
O 11.379 -13.151 0.592 -0.538
H 8.526 -12.019 1.657 0.282
O 8.317 -12.240 0.763 -0.535
H 10.834 -13.623 1.216 0.280
Sn 9.879 -12.036 -1.297 1.630
O 7.465 -12.619 -2.052 -0.542
H 7.224 -12.090 -2.829 0.332
H 12.269 -13.285 0.899 0.272
H 9.762 -10.799 -4.022 0.337
H 11.928 -10.275 0.352 0.302
O 9.238 -14.611 -0.811 -0.581
O 9.995 -13.645 -3.413 -0.507
H 9.120 -14.786 -1.720 0.319
H 6.779 -12.427 -1.438 0.265
```

- orbital gap (eV) = 10.38
- calculated total energy (hartree) = -825.27051
- HOMO (eV) = -17.106
- energy above the lowest of the compared OMol25 structures with the same formula, charge and spin (eV) = 0.2519
- F_max (eV Å⁻¹) = 2.028
- net charge = +2

[10]
# H17O9

A 9-piece molecular cluster, H17O9 overall at a distorted geometry (ωB97M-V with the def2-TZVPD basis set, the Open Molecules 2025 dataset).

```
26
Properties=species:S:1:pos:R:3:mulliken_charge:R:1
O 2.303 -0.175 -1.708 -0.695
O 3.455 -1.506 0.858 -0.628
H -2.625 -0.400 -2.040 0.320
O -1.982 -3.008 0.357 -0.656
H 0.282 3.513 -0.311 0.390
H 0.453 1.115 0.056 0.390
H -1.883 -2.743 1.348 0.323
O 1.403 0.245 0.587 -1.010
H 2.713 -1.565 1.391 0.315
H -1.801 1.342 -0.798 0.444
H -2.722 -1.935 -1.442 0.316
H 3.374 -0.763 0.365 0.312
H 0.252 2.084 -1.354 0.312
H 1.881 3.424 0.001 0.309
H -1.109 -3.402 0.077 0.329
O -0.132 1.804 -0.507 -0.815
H -1.459 -1.046 3.347 0.315
H 2.475 -0.763 -0.908 0.346
O -0.547 -1.333 3.488 -0.653
O -2.755 1.354 -1.197 -0.727
O 0.985 3.942 0.134 -0.678
H -0.099 -1.111 2.663 0.324
O -2.912 -1.273 -2.219 -0.661
H 1.673 0.660 1.412 0.166
H 1.535 0.388 -1.490 0.320
H -2.757 1.151 -2.112 0.292
```

- orbital gap (eV) = 8.65
- calculated total energy (hartree) = -687.35385
- HOMO (eV) = -5.794
- energy above the lowest of the compared OMol25 structures with the same formula, charge and spin (eV) = 2.6742
- F_max (eV Å⁻¹) = 5.417
- net charge = -1